(1)
Formula: C3H10N
Source: the Open Molecules 2025 dataset
Level of theory: the ωB97M-V functional and the def2-TZVPD basis

Geometry as XYZ:
```
14
Properties=species:S:1:pos:R:3
C 1.797 -1.580 1.144
C -1.530 0.688 -1.834
C 1.188 -1.000 2.223
N -0.766 1.236 -0.723
H -1.175 1.187 0.269
H 2.174 -2.624 1.254
H 1.699 -1.104 0.215
H -1.963 -0.322 -1.579
H -2.436 1.399 -1.953
H -0.941 0.655 -2.747
H 0.783 0.037 2.193
H 1.428 -1.315 3.202
H 0.063 0.583 -0.716
H -0.321 2.160 -0.948
```

Output
total charge	+1
F_max	4.27	eV/Å
highest occupied orbital energy	-13.41	eV
LUMO level	-4.2	eV
relative energy (zero: lowest compared OMol25 entry of this formula, charge and spin)	2.186	eV

(2)
Formula: C3H10N2
Source: the Open Molecules 2025 dataset
Level of theory: the ωB97M-V functional and the def2-TZVPD basis

Geometry as XYZ:
```
15
Properties=species:S:1:pos:R:3
C -0.217 -0.790 -1.179
C -0.486 0.104 0.076
C 0.702 -0.056 1.150
N 0.403 0.849 2.297
N -0.580 0.026 -2.349
H 0.907 -0.782 -1.104
H -0.555 -1.837 -1.206
H -0.511 1.160 -0.124
H -1.426 -0.169 0.483
H 1.738 0.025 0.759
H 0.628 -1.083 1.534
H 0.997 0.826 3.103
H 0.327 1.799 1.974
H -0.445 -0.526 -3.195
H -1.484 0.454 -2.218
```

Output
⟨S²⟩	0.75
total charge	-1
F_max	3.06	eV/Å
multiplicity	2
highest occupied orbital energy (spin up / spin down)	1.68 / -4.82	eV
LUMO level (spin up / spin down)	4.1 / 4.0	eV
relative energy (zero: lowest compared OMol25 entry of this formula, charge and spin)	1.137	eV

(3)
Formula: C3H10N2
Source: the Open Molecules 2025 dataset
Level of theory: the ωB97M-V functional and the def2-TZVPD basis

Geometry as XYZ:
```
15
Properties=species:S:1:pos:R:3
C -1.235 0.404 -0.244
C -0.026 -0.269 0.373
C 1.191 -0.213 -0.568
N 2.433 -0.482 0.152
N -2.370 0.357 0.728
H -1.056 1.472 -0.321
H -1.532 -0.066 -1.183
H 0.330 0.354 1.194
H -0.206 -1.263 0.750
H 1.214 0.780 -1.029
H 1.165 -1.011 -1.297
H 3.003 -1.106 -0.371
H 2.982 0.251 0.560
H -2.990 -0.422 0.558
H -2.902 1.212 0.698
```

Output
total charge	0
F_max	1.96	eV/Å
SMILES	NCCCN
highest occupied orbital energy	-8.76	eV
LUMO level	1.2	eV
relative energy (zero: lowest compared OMol25 entry of this formula, charge and spin)	0.566	eV

(4)
Formula: C3H10N2
Source: the Open Molecules 2025 dataset
Level of theory: the ωB97M-V functional and the def2-TZVPD basis

Geometry as XYZ:
```
15
Properties=species:S:1:pos:R:3
C 1.700 1.320 -1.609
N 0.643 1.528 -2.271
H 1.925 1.932 -0.724
H 2.556 0.863 -2.106
H -0.179 1.743 -1.711
C -0.852 0.471 1.108
N -1.200 -0.942 1.198
C -0.459 -1.826 0.347
H -1.575 0.978 1.755
H -0.952 0.866 0.106
H 0.153 0.647 1.512
H -0.989 -1.224 2.163
H -0.817 -1.785 -0.687
H 0.629 -1.682 0.364
H -0.584 -2.889 0.555
```

Output
⟨S²⟩	0.75
total charge	+1
F_max	4.42	eV/Å
multiplicity	2
highest occupied orbital energy (spin up / spin down)	-13.05 / -13.03	eV
LUMO level (spin up / spin down)	-3.6 / -9.0	eV
relative energy (zero: lowest compared OMol25 entry of this formula, charge and spin)	2.380	eV

(5)
Formula: C3H10N2
Source: the Open Molecules 2025 dataset
Level of theory: the ωB97M-V functional and the def2-TZVPD basis

Geometry as XYZ:
```
15
Properties=species:S:1:pos:R:3
C -1.399 0.743 1.555
C -0.715 1.016 2.921
H -2.502 0.594 1.802
H -1.533 1.597 0.806
H -0.977 -0.245 1.067
H -1.200 1.804 3.445
H 0.312 1.379 2.764
H -0.761 0.068 3.550
N -0.201 -0.093 -1.592
C 0.959 -0.661 -1.999
N 1.810 -1.335 -1.284
H -0.928 0.025 -2.332
H -0.446 0.423 -0.713
H 1.247 -0.643 -3.130
H 2.466 -1.594 -1.986
```

Output
⟨S²⟩	0.78
total charge	+1
F_max	2.35	eV/Å
multiplicity	2
highest occupied orbital energy (spin up / spin down)	-14.98 / -14.98	eV
LUMO level (spin up / spin down)	-4.6 / -9.3	eV
relative energy (zero: lowest compared OMol25 entry of this formula, charge and spin)	1.960	eV

(6)
Formula: C3H10N2O
Source: the Open Molecules 2025 dataset
Level of theory: the ωB97M-V functional and the def2-TZVPD basis

Geometry as XYZ:
```
16
Properties=species:S:1:pos:R:3
C 0.541 0.609 -0.207
N -0.468 0.877 0.854
C -1.780 0.331 0.479
O -2.562 1.342 -0.130
C 1.230 -0.720 0.088
N 1.818 -1.485 -0.994
H 1.136 1.502 -0.376
H 0.021 0.484 -1.174
H -0.248 0.303 1.660
H -1.600 -0.630 -0.021
H -2.383 0.083 1.373
H -2.111 2.154 0.114
H 2.006 -0.662 0.861
H 0.540 -1.429 0.581
H 2.690 -1.129 -1.346
H 1.171 -1.628 -1.762
```

Output
total charge	0
F_max	1.76	eV/Å
SMILES	NCCNCO
highest occupied orbital energy	-9.18	eV
LUMO level	1.0	eV
relative energy (zero: lowest compared OMol25 entry of this formula, charge and spin)	1.692	eV

| no. | molar mass (g mol⁻¹) |
| --- | --- |
| 1 | 60.120 |
| 2 | 74.127 |
| 3 | 74.127 |
| 4 | 74.127 |
| 5 | 74.127 |
| 6 | 90.126 |